{"formula": "C17H19N3O3", "method": "ωB97M-V with the def2-TZVPD basis set", "homo_energy_ev": -7.55, "molar_mass_g_mol": 313.36, "smiles": "C[C@@H]1Cc2ccccc2N1CC(=O)NC(=O)NCc1ccco1", "e_above_lowest_kcal_mol": 9.6, "homo_lumo_gap_ev": 8.083, "symbols": ["H", "C", "H", "C", "H", "H", "O", "C", "H", "H", "C", "O", "C", "H", "N", "N", "C", "C", "H", "H", "H", "C", "H", "C", "H", "C", "C", "C", "H", "C", "H", "H", "C", "C", "C", "N", "H", "H", "H", "O", "C", "H"], "positions_angstrom": [[2.85120, 0.40067, -2.79235], [4.37987, -1.45331, 1.08881], [2.18756, 1.65736, 1.88329], [3.49317, 0.14136, 2.65852], [1.14977, 2.09368, -1.86147], [4.79864, -1.46489, 3.19098], [-5.44971, -1.11487, 1.23750], [2.53517, -0.14846, -1.89475], [-3.55067, -0.56420, -1.35014], [-6.51093, -2.83134, 0.78739], [3.64580, -1.09258, -1.38899], [-0.13653, 0.25137, 0.32924], [1.33315, 1.79268, -0.82533], [-0.75982, 3.15573, -0.73628], [-0.96541, 2.28237, -0.26824], [-2.62485, 1.11272, 0.86439], [-5.77384, -2.14070, 0.42966], [-4.24562, -0.92941, -0.62232], [-4.02067, 0.68250, 2.36148], [-1.92112, 0.38464, 0.94777], [3.41724, 0.50646, 3.67256], [2.90412, 0.30937, 0.36080], [-5.11154, -2.76435, -1.55030], [-4.52273, -0.37661, 0.59290], [1.67124, 2.67770, -0.27000], [1.25059, -0.91771, -2.20756], [3.69597, -0.81107, 0.08596], [-3.97969, 0.83743, 1.27757], [3.41344, -2.13600, -1.60205], [2.79858, 0.79787, 1.65191], [4.98784, -2.32005, 0.87367], [0.88855, -1.40957, -1.30808], [-5.06412, -2.08182, -0.72714], [-2.31364, 2.21560, 0.17158], [0.01295, 1.33298, -0.19277], [2.36692, 0.80941, -0.80527], [-4.57478, 1.72402, 1.02888], [0.47177, -0.25192, -2.57486], [4.60703, -0.85931, -1.85324], [-3.05274, 3.13788, -0.08149], [4.27239, -0.96915, 2.38937], [1.44547, -1.66651, -2.97160]], "forces_ev_per_angstrom": [[0.00, -0.12, 0.09], [-0.11, 0.10, 0.00], [-0.09, 0.08, 0.03], [0.05, -0.02, 0.08], [-0.02, 0.06, 0.09], [0.04, -0.03, 0.08], [-0.03, 0.32, 0.44], [-0.22, -0.22, -0.48], [0.18, 0.14, -0.10], [-0.10, -0.04, 0.14], [0.15, 0.13, -0.03], [0.13, -0.23, 0.05], [0.29, -0.30, 0.20], [-0.07, -0.13, 0.07], [-0.16, 0.29, -0.08], [-0.05, -0.53, 0.15], [0.04, -0.48, -0.76], [-0.01, 0.38, 0.54], [-0.04, 0.07, -0.11], [-0.02, 0.18, -0.07], [-0.01, 0.02, 0.08], [0.42, -0.22, 0.29], [-0.07, -0.19, -0.13], [0.56, 0.08, -0.69], [-0.11, 0.03, -0.10], [0.22, 0.11, 0.09], [-0.16, 0.05, 0.01], [-0.35, 0.13, 0.16], [-0.01, 0.00, -0.07], [-0.09, 0.08, -0.13], [0.06, -0.09, -0.02], [-0.05, -0.07, 0.05], [-0.38, -0.14, 0.43], [0.37, -0.01, 0.01], [0.07, 0.20, -0.15], [-0.20, 0.34, -0.14], [0.07, -0.16, 0.15], [-0.14, 0.03, -0.04], [-0.01, -0.02, -0.04], [-0.26, 0.33, -0.13], [0.11, -0.08, 0.18], [0.01, -0.05, -0.12]]}